C5H10O | ωB97M-V/def2-TZVPD

Each line ends with the Löwdin charge.
Cartesian coordinates (Å):
1 O 0.22 -0.19 -0.39  -0.113
2 C 1.20 -0.27 0.62  -0.280
3 C 2.50 0.23 0.02  -0.077
4 C -1.06 -0.60 -0.02  -0.360
5 C -2.16 0.29 -0.49  -0.092
6 C -1.83 0.21 0.98  -0.099
7 H -1.33 1.07 1.43  0.100
8 H 2.34 1.22 -0.40  0.079
9 H 0.90 0.35 1.48  0.114
10 H -3.08 -0.14 -0.85  0.099
11 H -1.82 1.18 -1.01  0.108
12 H -2.52 -0.31 1.64  0.099
13 H 3.29 0.28 0.78  0.075
14 H -1.21 -1.68 -0.02  0.148
15 H 1.30 -1.31 0.99  0.123
16 H 2.82 -0.44 -0.78  0.077

**Molar mass**: 86.134 g mol⁻¹
**2S+1**: 1
**Orbital gap**: 0.402 Eh
**SMILES**: CCOC1CC1
**Energy above the lowest of the compared OMol25 structures with the same formula, charge and spin**: 139.6 kJ/mol

C20H22BrErN2O7P3 | ωB97M-V/def2-TZVPD

Each line ends with the Löwdin charge.
Cartesian coordinates (Å):
1 Er 0.15 0.08 0.19  1.290
2 Br 3.38 -6.32 -1.87  0.808
3 P -0.33 2.64 1.34  0.884
4 P 2.58 -0.38 -1.04  0.243
5 P 1.94 -0.99 1.86  0.249
6 O 1.19 -0.01 -1.56  -0.359
7 O 3.59 -1.00 -1.88  -0.199
8 O 2.23 -1.36 0.28  -0.293
9 O 3.04 0.98 -0.32  -0.124
10 O 2.90 -1.53 2.79  -0.193
11 O 0.46 -1.74 1.95  -0.190
12 O 1.46 0.45 1.81  -0.410
13 N -0.73 -2.03 -0.93  0.037
14 N -1.95 0.47 -1.18  0.027
15 C -4.21 0.71 -2.82  -0.013
16 C -2.41 -0.59 -1.89  -0.238
17 C 1.76 -4.12 -2.63  -0.099
18 C -2.17 -0.28 3.54  -0.067
19 C -2.59 1.64 -1.32  -0.109
20 C -1.57 3.99 1.36  -0.244
21 C 0.81 -3.16 -2.41  -0.024
22 C 0.16 -3.05 -1.16  -0.304
23 C 1.16 3.50 1.94  -0.239
24 C -0.58 1.94 4.09  -0.062
25 C -1.81 0.01 4.84  -0.054
26 C -1.66 -1.80 -1.85  -0.022
27 C 1.39 -4.97 -0.37  -0.103
28 C -3.71 1.81 -2.12  -0.011
29 C -1.03 1.12 5.12  -0.042
30 C -0.92 1.65 2.78  -0.400
31 C 2.06 -5.02 -1.60  -0.682
32 C 0.46 -3.99 -0.15  -0.025
33 C -3.55 -0.49 -2.71  0.019
34 C -1.73 0.54 2.51  -0.163
35 H -1.87 -2.52 -2.63  0.147
36 H -2.19 2.48 -0.77  0.071
37 H -0.08 -3.96 0.78  0.108
38 H 2.29 -4.17 -3.57  0.115
39 H -0.75 1.35 6.14  0.117
40 H 3.99 1.11 -0.40  0.115
41 H 1.87 2.77 2.31  0.045
42 H -3.89 -1.36 -3.25  0.130
43 H 0.60 -2.42 -3.18  0.125
44 H -2.07 0.34 1.49  0.074
45 H -4.17 2.79 -2.19  0.122
46 H -2.15 -0.63 5.65  0.115
47 H 1.62 -5.70 0.40  0.111
48 H -1.30 4.77 0.63  0.055
49 H 1.61 4.04 1.10  0.056
50 H -2.56 3.61 1.12  0.040
51 H 0.90 4.22 2.72  0.051
52 H -1.59 4.43 2.35  0.056
53 H -2.80 -1.13 3.32  0.117
54 H 0.50 -2.46 2.59  0.107
55 H 0.04 2.79 4.33  0.110
56 H -5.09 0.81 -3.44  0.126

**Molar mass**: 742.489 g mol⁻¹
**2S+1**: 4
**Orbital gap (spin up / spin down)**: 0.243 / 0.243 Eh
**Net charge**: +1

C27H33BrCl30N2O4S | ωB97M-V/def2-TZVPD

Each line ends with the Löwdin charge.
Cartesian coordinates (Å):
1 Br -5.36 0.11 -1.20  0.600
2 Cl 3.61 -7.31 2.09  0.498
3 Cl 8.17 -2.60 1.57  0.550
4 Cl 3.94 -4.05 -0.13  0.529
5 Cl -3.08 3.85 12.50  0.507
6 Cl 4.65 -9.98 2.64  0.522
7 Cl 1.45 5.44 1.64  0.529
8 Cl -0.18 4.08 12.43  0.514
9 Cl -3.92 -2.04 8.52  0.513
10 Cl 0.85 4.14 4.18  0.531
11 Cl -3.84 -2.30 -8.41  0.522
12 Cl 5.45 -1.59 -0.55  0.560
13 Cl -3.16 1.45 6.29  0.502
14 Cl 5.98 -4.85 3.52  0.513
15 Cl 6.97 -3.75 6.03  0.529
16 Cl -5.30 3.41 6.07  0.502
17 Cl 5.41 -6.21 6.03  0.545
18 Cl 2.48 2.77 2.19  0.540
19 Cl 11.04 -2.48 2.05  0.531
20 Cl -1.29 -2.11 -9.82  0.515
21 Cl -1.42 1.46 12.68  0.513
22 Cl -1.74 -4.26 -7.90  0.516
23 Cl -3.64 -1.98 5.62  0.496
24 Cl -3.13 5.39 0.85  0.512
25 Cl -3.74 3.22 8.52  0.520
26 Cl 3.02 -8.61 4.63  0.504
27 Cl -2.10 2.73 1.40  0.510
28 Cl 9.62 -5.01 2.31  0.518
29 Cl 4.27 -2.15 2.06  0.510
30 Cl -3.73 4.10 3.39  0.497
31 Cl -6.25 -1.55 6.84  0.518
32 S -1.30 -1.91 1.64  0.870
33 O 2.84 1.81 -2.75  -0.037
34 O -3.79 0.73 -4.19  -0.196
35 O 1.87 0.57 -0.82  -0.114
36 O -3.65 3.26 -7.66  -0.178
37 N -0.27 -1.72 0.22  -0.308
38 N -2.79 -1.29 0.88  -0.295
39 C 5.02 -2.86 0.61  -1.563
40 C -2.48 -0.87 -0.54  -0.258
41 C -2.49 -3.22 -9.12  -1.532
42 C -3.42 -0.21 -1.72  -0.404
43 C 5.65 -4.64 5.25  -1.499
44 C -1.57 3.08 11.98  -1.548
45 C -1.26 -0.10 -3.68  -0.001
46 C -2.53 4.30 2.10  -1.538
47 C 1.92 1.72 -1.77  -0.226
48 C -0.59 0.26 -5.13  -0.161
49 C 9.51 -3.25 2.52  -1.523
50 C 2.29 -0.67 -1.50  -0.226
51 C -0.29 -0.78 -2.51  -0.013
52 C 0.80 4.07 -2.66  -0.119
53 C -1.86 1.64 -6.98  -0.182
54 C 2.05 4.34 2.89  -1.518
55 C -0.93 -1.13 -1.00  -0.133
56 C 1.29 -1.16 -2.72  -0.133
57 C -2.97 2.99 -3.13  -0.098
58 C 4.22 -8.41 3.34  -1.558
59 C 0.80 2.91 -1.50  -0.139
60 C -4.70 -2.41 6.97  -1.533
61 C -4.43 2.32 7.16  -1.517
62 C -3.32 1.80 -7.73  -0.224
63 C -1.58 0.09 -6.43  -0.188
64 C -2.82 0.16 -3.24  -0.115
65 C -4.15 2.12 -3.87  -0.239
66 H -0.21 4.66 -2.62  0.079
67 H -2.89 -3.85 -9.92  0.017
68 H -2.75 3.72 -7.49  0.096
69 H -0.95 2.05 -7.63  0.134
70 H -5.13 1.59 7.56  0.007
71 H -4.33 2.66 -4.92  0.125
72 H 9.33 -3.05 3.57  0.009
73 H -2.58 -0.49 -6.20  0.102
74 H -4.19 1.24 -7.17  0.128
75 H 1.77 -0.78 -3.72  0.106
76 H 2.30 -1.54 -0.69  0.098
77 H -1.62 4.73 2.54  -0.027
78 H 0.35 -0.45 -5.34  0.121
79 H 5.12 -7.97 3.78  -0.032
80 H -3.18 4.13 -3.39  0.102
81 H 3.39 -0.63 -1.94  0.089
82 H -1.58 2.99 10.89  -0.006
83 H -3.27 1.54 -8.89  0.128
84 H -5.19 2.13 -3.32  0.098
85 H -4.90 -3.48 6.93  0.018
86 H -0.26 2.37 -1.47  0.108
87 H 1.36 -2.35 -2.73  0.137
88 H 1.70 4.78 -2.43  0.091
89 H -0.20 1.37 -5.08  0.114
90 H -1.90 2.35 -6.03  0.101
91 H 5.94 -3.37 0.91  -0.085
92 H -3.12 2.85 -1.97  0.075
93 H -1.88 2.77 -3.51  0.065
94 H 1.00 3.54 -3.69  0.078
95 H -1.02 -0.48 -7.31  0.090
96 H 2.96 4.78 3.33  0.019
97 H 1.04 3.36 -0.44  0.069
98 H 4.73 -4.06 5.35  0.025

**Molar mass**: 1625.132 g mol⁻¹
**2S+1**: 1
**Orbital gap**: 0.238 Eh
**SMILES**: CCOc1c(CCCCO)c(CCOC(=O)CC)c2nsnc2c1Br.ClC(Cl)Cl.ClC(Cl)Cl.ClC(Cl)Cl.ClC(Cl)Cl.ClC(Cl)Cl.ClC(Cl)Cl.ClC(Cl)Cl.ClC(Cl)Cl.ClC(Cl)Cl.ClC(Cl)Cl

C4H8O2Sn | ωB97M-V/def2-TZVPD

Each line ends with the Löwdin charge.
Cartesian coordinates (Å):
1 Sn 4.43 0.48 1.47  1.610
2 O -1.26 0.25 0.75  0.059
3 O 2.88 0.33 2.08  -0.494
4 C -1.74 -0.41 2.42  0.053
5 C 0.70 -0.17 2.84  -0.061
6 C 1.81 -0.38 2.03  -0.268
7 C -0.44 -1.05 2.79  -0.138
8 H -1.81 0.99 0.49  0.144
9 H -0.35 0.58 0.94  0.109
10 H 0.70 0.69 3.51  0.150
11 H -1.95 0.53 2.95  0.141
12 H -0.26 -1.97 2.21  0.150
13 H -2.49 -1.13 2.06  0.148
14 H -1.36 -1.07 3.75  0.252
15 H 1.79 -1.24 1.34  0.148

**Molar mass**: 206.817 g mol⁻¹
**2S+1**: 1
**Orbital gap**: 0.300 Eh
**Net charge**: +2
**Energy above the lowest of the compared OMol25 structures with the same formula, charge and spin**: 268.5 kJ/mol